No. 1
Computed, not measured: C12H24AuNO4P2 as an isolated structure in a non-equilibrium geometry, with ωB97M-V/def2-TZVPD.

```
44
Properties=species:S:1:pos:R:3:nbo_charge:R:1
H 1.761 -2.304 2.834 0.2681
C -0.160 -2.864 -3.183 -0.0939
H 0.812 3.267 -0.932 0.5010
H 2.679 -0.210 -1.252 0.3020
C 1.966 -2.501 1.773 -0.9603
H 3.063 0.429 2.611 0.2706
H -1.804 2.898 -0.500 0.2994
C -1.341 -2.360 -2.651 -0.2152
H -0.116 -0.338 3.627 0.1077
C 1.057 -2.485 -2.620 -0.2147
H -2.314 -2.614 -3.060 0.2539
P 2.035 -0.897 0.939 1.0285
H -0.791 5.029 -0.094 0.5191
C -1.282 -1.490 -1.563 0.2305
H 3.495 0.980 0.968 0.2840
H -3.457 -0.095 1.896 0.2696
C 2.342 -1.210 -0.827 -0.7812
O -0.346 4.156 -0.077 -0.9695
O -0.162 1.273 4.852 -0.3350
H -4.350 1.071 0.854 0.2791
H 2.064 3.127 -1.845 0.4886
O -0.077 1.442 2.597 -0.5199
H -3.028 1.636 1.951 0.2736
O 1.442 2.578 -1.338 -1.0144
H -3.241 -0.583 -1.784 0.2860
H 3.142 -1.955 -0.958 0.2809
C -2.545 -0.872 -0.982 -0.7762
C -0.118 0.774 3.735 0.5631
C -3.377 0.823 1.298 -0.9627
H -1.271 1.843 -1.806 0.2814
H -3.040 2.141 -1.578 0.2708
H -0.186 -3.542 -4.034 0.2615
C -2.076 1.999 -1.075 -0.9899
N -0.101 -1.196 -1.000 -0.4923
H -3.069 -1.597 -0.335 0.2846
H 1.136 -3.091 1.361 0.2678
H 2.909 -3.056 1.661 0.2788
H 2.007 -2.837 -3.007 0.2542
H 4.304 -0.476 1.666 0.2784
P -2.133 0.582 0.029 1.0431
H -0.217 3.929 0.874 0.4990
Au -0.035 0.144 0.871 0.8272
C 3.368 0.097 1.609 -0.9635
C 1.056 -1.647 -1.507 0.2359
```

Results
Energy ... -1645.15462 Ha
Spin multiplicity ... 3
⟨S²⟩ ... 2.0314
Net charge ... +2
Gap between HOMO and LUMO (spin up / spin down) ... 8.43 / 5.11 eV


No. 2
Computed, not measured: a 2-piece molecular cluster, C12H24BrNO6PS overall in a non-equilibrium geometry, with ωB97M-V/def2-TZVPD.

```
46
Properties=species:S:1:pos:R:3:nbo_charge:R:1
H 1.541 0.564 0.304 0.2120
H 2.491 1.197 -1.127 0.2301
C 1.731 1.424 -0.365 -0.6301
H 0.099 3.457 0.418 0.2460
H -3.028 0.740 -1.619 0.1938
H -3.217 -0.926 -0.829 0.2206
H -2.052 3.506 3.772 0.2549
C -0.535 2.697 -0.073 -0.4954
H -1.168 -2.173 -0.137 0.2109
O 0.540 0.087 -2.385 -0.3591
C 2.515 -4.727 -0.568 -0.1009
O -3.623 3.168 0.360 -0.9715
O 3.193 -3.745 1.440 -0.6787
C 0.365 1.857 -1.030 0.1275
S 1.660 -4.178 1.710 2.5286
H 4.511 -3.957 -0.153 0.2153
H 2.653 -5.580 -1.229 0.2135
C 0.797 2.864 -2.183 -0.6105
H -1.742 4.579 2.376 0.2267
C -2.573 -0.247 -1.414 -0.6144
C 3.709 -4.501 0.341 -0.1026
H -0.333 -0.320 1.214 0.2550
C -1.133 1.769 1.056 -0.2957
O 1.414 -4.956 0.315 -0.6808
Br 0.106 1.967 2.631 -0.0144
H 1.828 3.228 -2.018 0.2116
H -2.081 -0.168 1.156 0.2473
H 2.036 2.291 0.254 0.2166
C -1.145 0.245 0.717 -0.5065
C -0.554 -1.597 -0.869 -0.6061
H 0.639 2.445 -3.188 0.2372
C -1.128 -0.134 -0.796 0.1045
H -2.438 -0.734 -2.404 0.2215
H 4.096 -5.447 0.729 0.1934
H -3.538 2.613 -0.419 0.4852
N -0.344 0.750 -1.702 -0.0187
H -0.721 -2.072 -1.846 0.2233
H 2.297 -3.837 -1.165 0.1963
O 1.636 -5.137 2.767 -0.8845
H -1.310 3.207 -0.679 0.2269
H 0.157 3.775 -2.125 0.1966
H -3.407 4.390 3.066 0.2473
C -2.468 3.858 2.813 -0.9617
P -2.818 2.414 1.656 1.0619
O 0.858 -2.999 1.726 -0.8960
H 0.482 -1.659 -0.500 0.2235
```

Results
Energy ... -4291.26917 Ha
Spin multiplicity ... 2
⟨S²⟩ ... 0.7540
Gap between HOMO and LUMO (spin up / spin down) ... 8.72 / 8.08 eV


No. 3
Computed, not measured: C12H24CaCl3O6Si as an isolated structure, with ωB97M-V/def2-TZVPD.

```
47
Properties=species:S:1:pos:R:3:nbo_charge:R:1
C -0.322 2.778 -0.028 -0.0922
C -1.725 1.546 1.566 -0.0915
C -2.798 -1.571 0.832 -0.0991
O 2.000 0.533 -1.256 -0.6136
H 0.435 2.159 -3.691 0.2091
H -0.505 3.448 -2.067 0.2039
H -2.114 -1.189 2.862 0.1781
H 0.263 -2.770 3.173 0.2089
H 2.555 -1.901 2.690 0.2047
H -3.276 1.503 0.050 0.2033
H -1.433 0.976 2.450 0.1951
O -0.467 1.368 -1.994 -0.5922
H 3.101 1.497 0.202 0.1894
Cl -1.898 -1.676 -2.932 -0.4964
Ca -0.045 -0.484 -0.427 1.6887
Cl 0.990 -2.984 -4.003 -0.4275
H 2.090 2.510 -1.859 0.1786
C -2.875 0.870 0.843 -0.1008
C 1.945 1.513 -2.290 -0.0961
H -1.948 2.639 -1.457 0.2041
C 1.761 -1.878 1.939 -0.0931
H 3.961 -0.622 1.154 0.2044
C 3.146 0.592 -0.413 -0.0819
H -1.999 2.553 1.892 0.2036
H 0.760 2.915 -0.034 0.1948
O 1.887 -0.703 1.132 -0.5992
H -2.087 -2.896 2.370 0.2125
O -0.550 1.602 0.753 -0.6049
H 0.514 0.407 -3.464 0.2347
H 3.241 -1.543 -0.189 0.2052
C -1.919 -1.872 2.026 -0.0958
H 1.847 -2.766 1.304 0.2058
H -3.687 0.664 1.546 0.2036
Cl -0.865 -4.659 -1.832 -0.4263
H 2.741 1.332 -3.018 0.2126
H 0.335 -0.994 3.303 0.1896
O -2.435 -0.332 0.216 -0.5910
H -0.766 3.645 0.467 0.2038
H -2.668 -2.324 0.052 0.2353
C 0.594 1.369 -2.954 -0.0995
C 0.415 -1.843 2.615 -0.0820
H 4.058 0.616 -1.016 0.2088
O -0.569 -1.719 1.592 -0.6140
H -3.852 -1.557 1.119 0.2082
C -0.857 2.624 -1.441 -0.1011
C 3.135 -0.651 0.437 -0.0922
Si -0.112 -2.728 -2.220 0.5038
```

Results
Energy ... -3270.75918 Ha
Net charge ... +1
Gap between HOMO and LUMO ... 8.08 eV


No. 4
Computed, not measured: a 6-piece molecular cluster, C12H24Cl12 overall in a non-equilibrium geometry, with ωB97M-V/def2-TZVPD.

```
48
Properties=species:S:1:pos:R:3:nbo_charge:R:1
H -0.611 2.426 -1.394 0.2321
H -3.566 1.439 2.241 0.2281
H -5.833 1.808 3.240 0.2232
H 5.588 -2.114 -0.507 0.2201
H -1.984 -4.948 -0.831 0.2214
Cl -3.956 -6.300 -0.995 -0.0580
C 3.091 6.413 -4.476 -0.4127
H -1.900 -3.463 2.430 0.2251
C -5.176 2.663 3.078 -0.4034
H 2.972 6.011 -5.481 0.2234
H 3.795 -0.533 0.415 0.2232
H 5.059 5.756 -4.174 0.2212
H 4.553 -2.799 0.749 0.2217
Cl 6.835 -2.345 1.425 -0.0670
C 0.026 1.598 -1.083 -0.4230
C -3.756 2.181 3.016 -0.3690
C -3.120 -4.122 -2.589 -0.3943
C 5.305 -2.037 0.543 -0.3797
H -3.550 1.820 4.024 0.2231
C -1.741 -3.417 3.508 -0.3886
Cl -5.654 3.218 1.476 -0.0556
H -3.747 -4.508 -3.392 0.2260
H -2.707 -3.388 4.013 0.2234
Cl -1.617 -6.160 3.520 -0.0616
H 0.112 -4.579 3.524 0.2194
Cl 5.845 0.753 0.470 -0.0522
Cl 2.052 7.804 -4.316 -0.0287
H 2.828 5.615 -3.782 0.2134
C -0.886 -4.599 3.962 -0.3863
H 4.576 -0.610 1.978 0.2183
Cl 0.246 -1.154 -0.589 -0.0963
C -0.720 0.271 -1.219 -0.3515
H -2.213 -3.700 -3.024 0.2218
C 4.544 6.716 -4.181 -0.3743
H 0.421 1.741 -0.078 0.2290
H -1.076 0.099 -2.235 0.2246
H -0.746 -4.732 5.035 0.2260
H -1.570 0.300 -0.538 0.2209
C 4.764 -0.622 0.904 -0.3855
Cl -0.945 -1.901 3.981 -0.0567
H 4.907 7.313 -5.018 0.2126
Cl -4.055 -2.936 -1.661 -0.0496
Cl -2.611 3.560 2.731 -0.0793
Cl 4.777 7.626 -2.638 -0.0552
H -1.858 -5.866 -2.146 0.2207
H -5.481 3.374 3.846 0.2330
Cl 1.409 1.597 -2.107 -0.0357
C -2.625 -5.270 -1.652 -0.3877
```

Results
Energy relative to the best compared isomer or geometry (same formula, charge and spin) ... 1.418 eV
Energy ... -5993.91792 Ha
Gap between HOMO and LUMO ... 10.83 eV


No. 5
Computed, not measured: C12H24Cl2N2SV as an isolated structure in a non-equilibrium geometry, with ωB97M-V/def2-TZVPD.

```
42
Properties=species:S:1:pos:R:3:nbo_charge:R:1
C 0.172 -1.164 5.360 -0.4084
C -1.829 1.001 0.089 -0.6772
H 0.880 0.204 -4.647 0.1919
H 1.390 -1.751 2.326 0.2298
H 0.190 -2.159 -1.622 0.2526
N -1.938 -0.081 3.763 -0.4119
H -2.443 -1.083 5.561 0.1996
H -3.049 0.959 2.313 0.2284
C -2.737 1.054 3.359 -0.4044
H 2.874 0.969 -2.446 0.2260
V -0.386 0.127 -0.198 0.6080
H -0.817 1.578 -3.396 0.2208
C -0.370 -0.252 -2.318 -0.2963
N 0.169 -1.075 3.901 -0.4420
C 2.001 -1.019 -2.191 -0.4587
Cl 1.481 1.403 -0.118 -0.4502
H -1.881 1.967 -0.456 0.2154
H 2.008 -0.282 3.141 0.2264
C 1.487 -1.241 3.284 -0.4075
C -2.628 -1.157 4.473 -0.4189
C 1.219 0.877 -3.839 -0.3862
H -3.594 1.061 4.039 0.1956
S -0.091 0.926 2.160 -0.1200
H 0.295 1.785 -2.108 0.2567
H -2.794 0.530 -0.211 0.2150
Cl -0.948 -1.901 0.604 -0.4568
H -3.709 -1.029 4.316 0.2176
H 2.035 -1.886 3.977 0.1905
H 3.118 -0.109 -3.841 0.2061
H 2.587 -0.956 -1.244 0.2514
H -2.131 1.958 3.469 0.2341
H -1.457 -0.481 -2.234 0.2591
C 0.027 1.081 -2.915 -0.4552
C 0.530 -1.173 -1.946 -0.1414
H -0.621 -1.831 5.727 0.2029
C 2.385 0.217 -3.087 -0.4006
H 1.528 1.808 -4.308 0.2160
H 2.373 -1.940 -2.700 0.2255
H 1.141 -1.588 5.647 0.2162
C -0.681 -0.187 3.333 0.4231
H -2.331 -2.150 4.092 0.2286
H 0.073 -0.160 5.811 0.1983
```

Results
Energy relative to the best compared isomer or geometry (same formula, charge and spin) ... 1.824 eV
Energy ... -2843.64388 Ha
Spin multiplicity ... 2
⟨S²⟩ ... 1.1337
Gap between HOMO and LUMO (spin up / spin down) ... 7.56 / 7.52 eV


No. 6
Computed, not measured: C12H24Cl3F2I2K2LiMgNO9S2 as an isolated structure in a non-equilibrium geometry, with ωB97M-V/def2-TZVPD.

```
59
Properties=species:S:1:pos:R:3:lowdin_charge:R:1
I 1.276 -2.934 -0.768 0.7185
C -0.924 2.796 -0.931 -0.9312
O -2.031 -1.337 4.010 -0.0100
O 0.053 4.082 -4.071 -0.3691
H -2.980 -2.821 7.815 0.1265
K -2.626 -3.404 -3.461 0.9164
O -0.286 3.397 -6.371 -0.3309
O 4.802 -1.850 -4.464 -0.2437
H -5.303 -2.022 8.035 0.0888
C 1.136 -1.337 -2.291 -0.6327
C -2.046 -0.281 3.064 -0.0705
O -2.364 5.778 -2.969 -0.3208
H 4.165 -1.124 -4.502 -0.1171
Cl -2.387 3.277 -0.088 0.5911
Li 0.661 0.961 2.176 0.7396
H -1.407 -0.578 2.226 0.0610
H -1.186 2.385 -1.903 -0.0100
C 5.015 -1.336 1.938 -0.3039
N -2.128 4.703 -5.291 -0.2989
H 2.318 1.409 -3.050 0.0387
C -0.089 -0.911 -2.759 -0.7435
H 2.258 0.882 -1.323 0.0323
H -5.121 -2.933 6.522 0.0837
F 0.097 5.640 -5.855 -0.1704
H -5.190 -1.180 6.486 0.0770
F -3.976 6.104 -4.648 -0.1889
H 3.193 -1.386 -2.138 0.0474
H 5.530 -3.404 2.289 0.0751
H 5.121 -1.021 2.980 0.1104
H -2.990 -1.069 7.711 0.1286
H 3.776 0.818 -2.229 0.0885
O -3.128 0.037 5.439 0.1509
O -2.655 -2.115 5.932 0.0438
H -1.942 -0.593 -1.719 0.0850
H -2.119 -1.444 -3.292 -0.0128
C -1.509 -1.411 -2.330 -0.3075
H 5.736 -2.883 0.623 0.0808
S -0.608 4.324 -5.333 0.4215
H -3.056 -0.124 2.688 0.1156
C 2.681 0.665 -2.322 -0.1244
H 3.355 -2.321 2.249 0.0643
S -2.412 5.976 -4.391 0.4812
H 5.325 -0.512 1.297 0.1163
C -2.654 -1.031 5.173 -0.6014
Cl 0.571 0.143 -6.969 -0.3705
H -1.654 0.646 3.497 0.0927
I -0.199 0.626 -4.204 1.2026
Mg 1.606 -5.712 -1.674 0.5150
O -1.934 7.224 -4.886 -0.2692
H -1.510 -2.391 -1.758 -0.0354
C 2.445 -0.817 -2.717 -0.1704
K -0.650 -4.230 0.159 0.2128
H 6.907 -2.374 1.853 0.0851
C 5.852 -2.568 1.661 -0.0800
O 3.629 -1.598 1.673 -0.1574
C -3.315 -1.980 7.209 -0.1917
H -0.278 3.660 -1.053 0.0577
Cl -0.032 1.532 -0.007 0.4721
C -4.821 -2.031 7.059 -0.0585
```

Results
Energy ... -5582.39770 Ha
Net charge ... +1
Gap between HOMO and LUMO ... 3.58 eV